{"formula": "C6H10N2O2", "method": "the ωB97M-V functional and the def2-TZVPD basis", "charge": 0, "e_above_lowest_ev": 2.857, "lumo_energy_ha": 0.0117, "e_homo_ev": -9.917, "smiles": "C[C@H]1[C@@H](C=O)N1CC#N.O", "elements": ["C", "C", "C", "C", "O", "N", "C", "C", "N", "H", "H", "H", "H", "H", "H", "H", "H", "O", "H", "H"], "positions_angstrom": [[-2.143, -1.076, 0.946], [-1.696, -0.886, -0.479], [-1.155, 0.424, -1.015], [-1.057, 1.611, -0.129], [-0.648, 1.620, 1.014], [-0.322, -0.769, -0.890], [0.773, -0.851, 0.057], [2.047, -0.468, -0.585], [2.919, -0.246, -1.330], [-2.098, -2.142, 1.207], [-1.543, -0.511, 1.668], [-3.188, -0.747, 1.038], [-2.301, -1.440, -1.203], [-1.401, 0.687, -2.047], [-1.368, 2.556, -0.620], [0.658, -0.229, 0.959], [0.866, -1.898, 0.383], [4.144, 1.410, 0.638], [3.289, 1.841, 0.729], [4.224, 1.112, -0.341]], "forces_ev_per_a": [[-0.0005, 0.0329, 0.2201], [-0.0944, -0.1120, -0.0843], [-0.1747, 0.1374, -0.1841], [0.3440, 0.0979, 0.2906], [-0.1731, -0.0772, -0.4501], [0.0798, -0.0753, -0.3066], [0.2340, 0.1064, 0.9753], [1.1158, 0.0031, -2.5382], [-1.7830, -0.3966, 1.8297], [-0.0304, 0.2507, -0.0628], [-0.1526, -0.1020, -0.2152], [0.2555, -0.1215, 0.0279], [0.2016, 0.1214, 0.1671], [0.1251, -0.0859, 0.2403], [-0.0420, -0.1136, 0.1233], [-0.0680, -0.1654, -0.1898], [-0.0111, 0.2729, -0.1164], [0.6612, -0.5520, -2.0104], [0.0320, -0.0258, -0.2943], [-0.5191, 0.8046, 2.5779]], "lowdin_charge": [-0.042, -0.257, -0.179, -0.201, 0.037, -0.022, -0.170, -0.151, 0.154, 0.086, 0.072, 0.091, 0.141, 0.138, 0.126, 0.110, 0.140, -0.124, 0.010, 0.041]}